A cluster of 2 separate species, C6H2O4 in total in a non-equilibrium geometry. Source: OMol25; level of theory: ωB97M-V/def2-TZVPD.

Bonds (Å) are listed after each position.
Cartesian coordinates (Å):
1 C -0.041 0.489 0.094  C2 1.347, C3 1.445, H11 1.071
2 C 0.225 -0.821 -0.075  C1 1.347, O9 1.337, H12 1.074
3 C -0.302 0.721 1.496  C1 1.445, C4 1.490, O10 1.217
4 C -0.141 -0.642 2.074  C3 1.490, C5 1.315, O9 1.385
5 C -0.262 -0.981 3.339  C4 1.315, O7 1.151
6 C -1.871 1.512 3.731  O8 1.138
7 O -0.351 -1.197 4.466  C5 1.151
8 O -2.456 2.488 3.779  C6 1.138
9 O 0.178 -1.529 1.058  C2 1.337, C4 1.385
10 O -0.577 1.760 2.067  C3 1.217
11 H -0.072 1.257 -0.651  C1 1.071
12 H 0.475 -1.376 -0.960  C2 1.074

Calculated values
* DFT total energy: -14441.514 eV
* spin multiplicity: 1
* HOMO energy: -9.416 eV
* Kohn-Sham gap: 0.3367 hartree
* relative energy (zero: lowest compared OMol25 entry of this formula, charge and spin): 0.0 kcal/mol